Density functional theory data (ωB97M-V/def2-TZVPD) for a single C7H8 molecule in a non-equilibrium geometry.

Each line ends with the Mulliken charge.
Cartesian coordinates (Å):
C (-1.82705, 2.61510, -0.31784)  0.155
C (-1.61209, 1.48936, 0.04840)  -0.440
C (-1.26657, 0.13556, 0.47961)  -0.757
C (0.28205, -0.04284, 0.54052)  0.204
C (1.18650, -0.06077, -0.87594)  -1.121
C (0.66106, -1.42673, 0.88263)  -0.719
C (1.25880, -2.43420, 0.58916)  -0.025
H (-2.00540, 3.60906, -0.66081)  0.404
H (-1.69854, -0.60650, -0.20072)  0.332
H (-1.75863, -0.05601, 1.45172)  0.332
H (0.64395, 0.64541, 1.32521)  0.299
H (0.73057, -0.91475, -1.37581)  0.321
H (1.42291, 0.64721, -1.69901)  0.295
H (2.16253, -0.31615, -0.46300)  0.323
H (1.81991, -3.28375, 0.27589)  0.397

As for the multiplicity: 1. The calculation puts the orbital gap at 10.876 eV. Its structure (SMILES) is C#CC[C@H](C)C#C. The calculation puts the energy above the lowest of the compared OMol25 structures with the same formula, charge and spin at 497.5 kJ/mol. The maximum force is 1.73 eV/Å.